A molecular structure, C17H21AsS4SiTc. Source: OMol25; level of theory: wB97M-V/def2-TZVPD.

Properties
Charge: +1
Calculated total energy in a.u.: -4858.901238
HOMO in eV: -11.7
LUMO in eV: -5.6
Orbital gap in eV: 6.09

```
45
Properties=species:S:1:pos:R:3:lowdin_charge:R:1
Tc 1.196 -0.629 -0.287 0.42
As 2.493 -2.340 1.692 -0.28
S 0.075 -2.086 0.753 0.22
S 2.470 -2.164 3.704 0.12
S 3.084 -3.725 0.336 0.09
S 3.203 -0.295 0.569 0.12
Si 0.464 -1.249 -2.410 0.78
C -2.220 0.287 -0.912 -0.06
C -0.734 0.787 -5.795 -0.05
C -0.563 -5.638 -3.498 -0.05
C 0.982 -4.000 -2.668 -0.12
C 1.276 1.048 -3.900 -0.12
C 1.186 1.956 -4.940 -0.06
C 0.174 1.834 -5.883 -0.04
C -1.235 -3.336 -3.349 -0.10
C -1.528 -4.652 -3.659 -0.06
C 0.220 0.907 -0.641 -0.21
C 0.693 -5.310 -3.006 -0.05
C -0.626 -0.139 -4.771 -0.09
C -1.427 2.037 0.708 -0.03
C 0.028 -2.994 -2.852 -0.32
C -1.315 2.466 -1.774 -0.03
C 0.372 -0.014 -3.794 -0.32
C -1.200 1.395 -0.673 -0.65
H -2.324 2.879 -1.764 0.10
H 2.067 1.174 -3.168 0.09
H -1.127 2.045 -2.761 0.07
H -1.327 -0.963 -4.739 0.09
H -1.519 0.686 -6.532 0.12
H -0.616 3.285 -1.600 0.10
H 1.989 -0.589 -1.779 -0.01
H -0.793 -6.664 -3.749 0.12
H 0.099 2.547 -6.692 0.12
H 1.954 -3.762 -2.255 0.05
H -2.008 -2.586 -3.476 0.09
H -1.351 1.292 1.501 0.09
H -2.511 -4.912 -4.028 0.11
H -0.709 2.834 0.904 0.10
H -2.426 2.472 0.736 0.10
H -2.101 -0.172 -1.901 0.07
H 0.951 1.721 -0.780 0.10
H 1.906 2.760 -5.014 0.12
H 1.443 -6.077 -2.874 0.12
H -3.220 0.723 -0.903 0.10
H -2.181 -0.492 -0.152 0.06
```

=====

A molecular structure, C17H21BN6O3PtS. Source: OMol25; level of theory: wB97M-V/def2-TZVPD.

Properties
Multiplicity: 5
Charge: +2
Calculated total energy in a.u.: -1756.277050
HOMO (alpha / beta) in eV: -15.0 / -15.0
<S²>: 6.036
LUMO (alpha / beta) in eV: -5.9 / -10.6
Orbital gap (alpha / beta) in eV: 9.12 / 4.39

```
50
Properties=species:S:1:pos:R:3:lowdin_charge:R:1
Pt 0.019 -0.016 -0.259 1.38
S 2.000 -0.231 3.122 0.45
O 1.393 0.779 2.208 -0.41
O 3.415 -0.034 3.342 -0.24
O 1.572 -1.597 2.878 -0.33
N 0.581 1.686 -2.613 0.00
N 1.151 -0.977 -1.525 -0.12
N -1.512 -0.190 -1.712 -0.13
N 0.500 1.624 -1.258 -0.18
N -1.224 0.001 -3.017 -0.03
N 1.171 -0.718 -2.858 0.04
C 0.525 -0.489 6.923 0.04
C -3.402 -0.532 -2.850 0.00
C 1.036 -0.825 5.664 0.02
C 0.818 1.491 4.973 0.01
C 0.950 2.945 -2.926 -0.01
C -1.246 -1.659 1.750 -0.05
C 2.072 -1.914 -1.199 -0.01
C 0.304 1.818 6.230 0.04
C -2.821 -0.512 -1.589 -0.08
C 1.146 3.655 -1.757 -0.02
C -0.251 1.195 8.626 0.01
C 0.876 2.795 -0.709 -0.07
C 2.652 -2.313 -2.388 0.06
C 0.194 0.838 7.232 -0.18
C -2.340 -0.211 -3.730 -0.01
C 2.063 -1.559 -3.404 0.08
C 1.210 0.180 4.704 -0.16
B 0.228 0.400 -3.460 -0.39
H 1.051 3.246 -3.956 0.14
H -1.154 0.632 8.894 0.12
H 0.368 0.545 -4.644 0.13
H 0.508 0.970 9.387 0.12
H -2.305 -0.110 -4.805 0.14
H -1.001 -2.112 2.724 0.05
H 1.331 -1.843 5.417 0.14
H 0.894 2.868 0.364 0.12
H 0.411 -1.250 7.698 0.14
H -3.239 -0.694 -0.608 0.12
H -4.410 -0.728 -3.102 0.11
H 3.423 -3.063 -2.460 0.14
H 0.944 2.249 4.198 0.13
H -2.075 -2.260 1.405 0.03
H -0.432 -1.784 0.975 0.00
H 2.223 -1.554 -4.458 0.16
H 2.195 -2.168 -0.159 0.14
H -1.587 -0.656 1.898 0.01
H -0.475 2.261 8.689 0.09
H 0.016 2.843 6.456 0.14
H 1.451 4.685 -1.618 0.12
```

=====

In eV, the energy above the lowest of the compared OMol25 structures with the same formula, charge and spin values for the records above are, in order, 0.540 0.000.